Formula: C24H40ClN5O7PS
Source: OMol25
Level of theory: wB97M-V/def2-TZVPD

The geometry in ORCA input format:
```
! wB97M-V def2-TZVPD RIJCOSX def2/J DEFGRID3
* xyz 1 1
C -3.347 -1.123 -0.766
C -2.675 -0.014 -1.565
C -1.193 -0.268 -2.002
Cl -0.486 -1.772 -1.426
C -0.358 0.923 -1.623
C 0.099 1.241 -0.352
C -0.178 0.347 0.831
O 0.773 -0.697 1.020
O 1.947 -0.459 0.254
C 0.790 2.437 -0.152
C 1.276 2.832 1.224
O 0.844 3.813 1.753
O 2.191 2.011 1.737
C 3.375 2.628 2.355
C 3.644 1.998 3.704
C 5.131 2.032 4.051
C 5.902 0.873 3.414
N 7.259 1.289 3.030
C 8.056 0.225 2.526
N 8.391 0.051 1.317
N 8.498 -0.671 3.509
C 1.021 3.334 -1.205
P 1.828 4.989 -1.138
S 1.219 6.133 -2.579
C 0.584 2.980 -2.448
N -0.069 1.823 -2.598
O -0.525 1.570 -3.908
C 0.444 1.072 -4.657
N 1.276 0.662 -5.332
H -2.998 -1.146 0.264
H -3.235 -2.091 -1.244
H -4.412 -0.900 -0.729
H -3.245 0.163 -2.476
H -2.729 0.915 -0.994
H -1.197 -0.350 -3.078
H -1.144 -0.144 0.720
H -0.225 0.963 1.732
H 2.538 -0.065 0.911
H 3.199 3.696 2.450
H 4.198 2.442 1.666
H 3.293 0.965 3.695
H 3.080 2.528 4.469
H 5.217 1.946 5.133
H 5.595 2.985 3.796
H 6.002 0.062 4.131
H 5.356 0.501 2.536
H 7.192 1.986 2.297
H 7.976 0.756 0.713
H 8.303 -0.316 4.436
H 8.083 -1.586 3.400
H 1.544 5.470 0.137
H 3.201 4.708 -1.172
H 0.701 3.632 -3.306
C -0.393 -6.336 -2.848
C -1.498 -6.639 -3.860
C -2.734 -6.128 -3.131
O -2.294 -5.033 -2.318
C -0.869 -5.010 -2.271
H 0.601 -6.272 -3.287
H -0.374 -7.103 -2.071
H -1.335 -6.068 -4.776
H -1.572 -7.692 -4.125
H -3.159 -6.898 -2.480
H -3.515 -5.777 -3.805
H -0.513 -4.169 -2.874
H -0.551 -4.857 -1.237
C -7.205 1.906 0.708
C -7.941 0.869 1.555
C -7.731 -0.399 0.741
O -6.461 -0.251 0.089
C -6.014 1.099 0.208
H -6.907 2.795 1.262
H -7.828 2.219 -0.131
H -7.466 0.776 2.533
H -8.994 1.098 1.709
H -8.504 -0.513 -0.025
H -7.711 -1.302 1.349
H -5.185 1.135 0.927
H -5.647 1.440 -0.763
*
```

HOMO: -0.41239 hartree
HOMO-LUMO gap: 6.2 eV

Atomic partial charges in e from the Mulliken method, atoms 1 to 5:
1. C -1.127
2. C -0.597
3. C 0.311
4. Cl -0.065
5. C -0.984

=====

Formula: C4H7N3O
Source: OMol25
Level of theory: wB97M-V/def2-TZVPD

The geometry in ORCA input format:
```
! wB97M-V def2-TZVPD RIJCOSX def2/J DEFGRID3
* xyz 0 1
C 0.863 -1.656 -0.238
C 0.227 -0.715 0.757
C 0.206 1.530 0.291
N -2.001 -0.709 -0.670
C 1.179 2.413 0.235
N -0.996 1.243 0.007
N -1.136 -0.065 0.191
O 0.480 -0.728 1.938
H -2.338 -0.062 -1.378
H -2.778 -1.079 -0.129
H 0.351 -2.620 -0.189
H 0.823 -1.262 -1.253
H 1.904 -1.818 0.049
H 2.072 2.268 0.833
H 1.143 3.259 -0.445
*
```

HOMO: -0.28180 hartree
energy above the lowest of the compared OMol25 structures with the same formula, charge and spin: 571.1 kJ/mol
structure (SMILES): C=C=NN(N)C(C)=O
HOMO-LUMO gap: 7.3 eV

Atomic partial charges in e from the Mulliken method, atoms 1 to 5:
1. C -0.960
2. C 0.485
3. C 0.523
4. N -0.652
5. C -0.715

=====

Formula: C12H17BrN2
Source: OMol25
Level of theory: wB97M-V/def2-TZVPD

The geometry in ORCA input format:
```
! wB97M-V def2-TZVPD RIJCOSX def2/J DEFGRID3
* xyz 0 3
C -1.737 1.857 2.534
C -1.965 1.168 1.244
C -0.642 1.894 3.360
C -1.053 0.280 0.844
C 0.767 1.525 2.984
C 0.715 -0.214 -3.562
C -0.031 -1.483 -3.318
C 1.468 -0.681 1.393
C 0.812 0.365 -2.124
C -1.120 -1.015 -2.305
C 0.401 -1.502 0.467
C 0.812 -0.043 2.541
N -0.436 -0.468 -0.085
N -0.353 -0.074 -1.404
Br 0.022 -1.151 3.729
H -2.648 2.308 2.942
H -2.938 1.358 0.839
H -0.725 2.349 4.267
H 1.127 2.306 2.255
H 1.346 1.610 3.927
H 1.690 -0.364 -3.881
H 0.152 0.587 -4.137
H -0.294 -1.841 -4.256
H 0.676 -2.201 -2.964
H 2.221 -1.412 1.624
H 1.988 -0.027 0.712
H 1.745 -0.024 -1.614
H 0.766 1.395 -2.215
H -1.899 -0.464 -2.913
H -1.612 -1.815 -1.742
H 0.855 -2.128 -0.354
H -0.111 -2.095 1.209
*
```

HOMO (alpha / beta): -0.20216 / -0.28202 hartree
energy above the lowest of the compared OMol25 structures with the same formula, charge and spin: 0.0 kJ/mol
HOMO-LUMO gap (alpha / beta): 6.3 / 7.2 eV

Atomic partial charges in e from the Mulliken method, atoms 1 to 5:
1. C -0.064
2. C -0.922
3. C -0.717
4. C 0.268
5. C -0.547

=====

Formula: C20H36N2O4
Source: OMol25
Level of theory: wB97M-V/def2-TZVPD

The geometry in ORCA input format:
```
! wB97M-V def2-TZVPD RIJCOSX def2/J DEFGRID3
* xyz 0 1
C -0.670 -2.166 3.315
C 0.124 -0.903 3.025
H -0.538 -0.028 2.988
H 0.876 -0.730 3.810
O 0.784 -1.062 1.780
C 1.442 0.088 1.323
C 2.463 -0.315 0.248
H 2.898 -1.243 0.623
C 3.604 0.713 0.180
H 4.378 0.322 -0.485
C 3.200 2.106 -0.301
H 2.870 2.077 -1.339
C 4.371 3.084 -0.183
O 4.773 3.292 1.151
H 4.014 3.622 1.646
H 4.098 4.040 -0.653
H 5.252 2.687 -0.691
H 2.369 2.483 0.299
H 4.053 0.811 1.172
C 1.851 -0.556 -1.148
C 0.662 0.332 -1.342
C 0.086 1.026 -0.370
O 0.507 1.067 0.938
C -1.080 1.941 -0.634
O -0.966 2.928 -1.339
N -2.238 1.595 -0.034
C -2.495 0.327 0.608
H -1.577 -0.251 0.687
C -3.528 -0.461 -0.221
N -4.750 0.274 -0.468
C -5.644 0.345 0.667
H -5.246 0.897 1.530
H -5.880 -0.669 0.987
H -6.568 0.828 0.350
C -4.447 1.559 -1.070
C -3.433 2.382 -0.261
H -3.142 3.279 -0.808
H -3.858 2.670 0.707
H -5.373 2.122 -1.191
H -4.026 1.365 -2.062
H -3.771 -1.398 0.284
H -3.085 -0.696 -1.194
H -2.886 0.512 1.615
H 0.250 0.420 -2.334
H 2.612 -0.242 -1.874
C 1.519 -2.033 -1.534
C 0.202 -2.499 -0.914
H -0.634 -1.926 -1.309
H 0.034 -3.550 -1.142
H 0.231 -2.378 0.164
C 2.640 -2.986 -1.105
H 3.616 -2.585 -1.372
H 2.517 -3.942 -1.609
H 2.614 -3.173 -0.035
C 1.404 -2.110 -3.063
H 1.137 -3.120 -3.365
H 0.639 -1.437 -3.439
H 2.350 -1.853 -3.535
H 1.977 0.549 2.174
H -1.418 -2.325 2.543
H -1.163 -2.079 4.279
H -0.003 -3.024 3.331
*
```

HOMO: -0.30093 hartree
energy above the lowest of the compared OMol25 structures with the same formula, charge and spin: 293.3 kJ/mol
structure (SMILES): CCO[C@@H]1OC(C(=O)N2CCN(C)CC2)=C[C@H](C(C)(C)C)[C@H]1CCCO
HOMO-LUMO gap: 8.9 eV

Atomic partial charges in e from the Mulliken method, atoms 1 to 5:
1. C -1.224
2. C -0.330
3. H 0.290
4. H 0.411
5. O -0.278

=====

Sequential maximum force output: 1.35, 2.02, 4.08, 0.82 eV Å⁻¹